1.
DFT (the ωB97M-V functional and the def2-TZVPD basis) results for a molecular structure, C41H30ClO4RhS2.

The geometry in XYZ format:
```
79
Properties=species:S:1:pos:R:3:forces:R:3
Rh -0.04086 -3.55909 1.24359 -0.261 -0.516 0.080
C 6.45836 2.34756 1.47185 0.068 0.115 -0.062
C 5.26801 1.47880 1.21962 -0.021 -0.129 -0.043
C 3.97235 1.96550 1.42157 -0.029 0.006 -0.023
C 2.86531 1.16908 1.20973 -0.096 0.059 0.009
C 3.06376 -0.14321 0.79193 -0.293 -0.247 -0.041
C 4.33595 -0.65010 0.55112 -0.014 -0.208 -0.088
C 5.42809 0.16807 0.76437 -0.049 0.079 0.026
S 1.72819 -1.25744 0.57325 0.007 0.428 0.113
O 2.20149 -2.61429 0.59476 0.024 -0.081 0.086
C 0.85235 -1.00974 -0.91837 0.053 0.517 0.246
C 1.39721 -1.74829 -1.99269 0.164 -0.230 0.006
C 1.04019 -1.42048 -3.26121 0.009 0.008 0.036
C 0.14266 -0.35275 -3.50358 -0.082 0.036 0.097
C -0.20489 -0.00288 -4.82655 -0.065 0.037 -0.122
C -1.10279 0.99784 -5.07062 0.097 -0.100 -0.064
C -1.70699 1.67820 -3.99659 -0.045 0.011 0.158
C -1.38433 1.36852 -2.70495 -0.190 0.058 -0.070
C -0.42912 0.36552 -2.41571 -0.038 -0.291 -0.034
C -0.04295 0.03376 -1.07420 0.036 -0.236 0.009
C -0.58166 0.79504 0.06128 -0.040 0.147 0.030
C -0.39663 2.20723 0.05843 0.092 0.072 0.142
C 0.57717 2.81932 -0.77387 -0.056 -0.066 0.104
C 0.78384 4.17628 -0.73614 0.047 0.071 -0.026
C 0.02085 4.98637 0.11049 0.008 0.011 -0.022
C -0.94161 4.41730 0.92570 -0.102 -0.073 0.094
C -1.15441 3.04342 0.92345 0.196 -0.014 -0.217
C -2.17503 2.42842 1.74425 -0.035 0.000 0.093
C -2.24791 1.10758 1.89267 -0.045 0.073 0.060
C -1.28740 0.15065 1.22960 -0.141 -0.399 -0.159
S -2.53583 -1.34180 0.90675 0.004 0.388 -0.577
O -1.96620 -2.50425 1.65418 0.323 -0.394 0.257
C -2.54737 -1.86616 -0.80273 -0.031 0.235 0.208
C -3.49631 -1.27595 -1.62901 0.097 0.182 0.073
C -3.71391 -1.78798 -2.89524 0.044 0.003 -0.076
C -3.00656 -2.89993 -3.34920 0.048 0.063 0.035
C -3.23119 -3.43963 -4.72923 0.003 0.040 -0.049
C -2.08753 -3.50224 -2.48690 0.013 -0.052 -0.021
C -1.87025 -3.00466 -1.21698 0.225 -0.088 0.125
H 6.27812 3.03804 2.29418 0.006 -0.015 0.009
H 6.67987 2.94730 0.58530 -0.022 -0.010 0.004
H 7.34476 1.75649 1.69235 -0.014 -0.011 0.025
H 3.82768 2.98553 1.75430 0.030 -0.006 0.027
H 1.87399 1.57317 1.36189 0.002 0.000 0.020
H 4.46179 -1.67209 0.21762 0.047 0.025 0.045
H 6.42015 -0.22407 0.58393 0.016 0.016 0.036
H 2.09346 -2.54933 -1.78324 -0.006 0.019 -0.116
H 1.44999 -1.96691 -4.10115 -0.012 -0.007 0.011
H 0.25560 -0.54430 -5.64388 -0.019 0.007 0.005
H -1.36069 1.26507 -6.08685 0.010 -0.016 0.005
H -2.43882 2.44919 -4.19843 0.009 0.001 0.014
H -1.87160 1.89525 -1.89717 -0.004 -0.001 -0.028
H 1.18377 2.19748 -1.41937 0.028 0.066 -0.013
H 1.54740 4.62298 -1.35935 -0.021 -0.015 -0.019
H 0.18062 6.05580 0.12629 0.004 -0.005 0.004
H -1.54142 5.03723 1.58105 0.011 0.025 -0.032
H -2.88007 3.08175 2.24505 -0.023 -0.073 0.045
H -3.00900 0.66305 2.52171 -0.013 0.055 0.016
H -4.07425 -0.43167 -1.26903 -0.025 -0.017 -0.036
H -4.46352 -1.33803 -3.53439 0.012 0.017 0.018
H -4.25185 -3.25432 -5.05987 0.002 -0.035 -0.010
H -3.03162 -4.50843 -4.78143 -0.015 0.002 0.009
H -2.56359 -2.94174 -5.43717 -0.005 -0.016 0.002
H -1.56463 -4.39578 -2.80628 -0.012 0.008 0.004
H -1.21325 -3.56216 -0.52885 -0.245 0.213 -0.381
Cl -2.14583 0.77941 6.95531 -0.004 0.025 -0.036
C -1.54942 -0.37639 5.86281 0.012 -0.171 0.041
C -1.41178 -1.71400 6.26050 -0.031 -0.005 0.118
C -0.91054 -2.61580 5.37529 0.029 -0.023 0.107
C -0.51236 -2.26183 4.03507 -0.021 -0.192 -0.020
O -0.04174 -3.19100 3.32901 0.071 0.196 0.482
C -0.68632 -0.86553 3.64425 0.189 0.085 -0.132
C -0.22534 -0.25669 2.32132 -0.608 0.359 0.051
O 0.81011 -1.12202 1.81941 0.607 -0.061 -0.392
C -1.17027 0.02293 4.57191 0.095 0.005 -0.229
H -1.68499 -2.00890 7.26434 -0.045 0.013 -0.017
H -0.78822 -3.65590 5.64727 0.032 0.013 -0.026
H 0.25618 0.69161 2.57418 -0.017 -0.006 -0.063
H -1.25645 1.07101 4.31726 0.027 0.020 0.056
```
Forces are in eV/Å.

The expectation value of S² is 6.0803. As for the total charge: +2. The value obtained for the HOMO energy (alpha / beta) is -0.4688 / -0.5049 Eh. Its spin multiplicity is 5.

---

2.
DFT (the ωB97M-V functional and the def2-TZVPD basis) results for a molecular structure, C6H8N2O3 at a distorted geometry.

The geometry in XYZ format:
```
19
Properties=species:S:1:pos:R:3:forces:R:3
C -2.72201 -0.43057 -0.18491 -4.017 -0.192 0.042
C -1.14704 -0.43054 -0.02682 -2.121 -3.409 -1.406
C 0.83728 0.45562 -0.44112 3.275 0.175 1.230
C 1.87369 -0.57235 -0.09315 2.037 0.944 -0.966
C 2.99133 0.22908 0.00600 -2.609 0.260 -1.149
C 1.98237 1.39156 -0.25233 2.871 4.165 1.348
H -2.62513 1.59239 -0.05209 -0.043 0.400 -0.688
H -3.40665 1.20019 1.25977 0.017 -1.655 -2.645
H -3.41285 -1.29693 0.66946 2.733 2.405 -2.908
H -3.20316 -0.68411 -1.39910 1.862 0.684 3.834
H -1.02348 -0.71158 1.00895 0.508 0.786 0.713
H -0.84963 -1.42973 -0.52614 -0.145 1.374 0.202
H 1.18011 -2.13037 0.10577 -5.981 -3.252 1.626
H 4.92190 0.60858 0.27094 -1.767 -1.629 -0.312
N -3.36769 0.94002 0.17664 1.243 -0.423 2.151
N -0.37140 0.71183 -0.47966 -2.121 -0.766 0.607
O 1.97152 -1.86652 -0.14307 4.448 0.064 -1.059
O 4.27439 -0.17531 0.15901 0.304 2.437 0.364
O 2.09645 2.59875 -0.05814 -0.491 -2.366 -0.984
```
Forces are in eV/Å.

Its energy relative to the best compared isomer or geometry (same formula, charge and spin) is 150.7 kcal per mole. As for the total charge: 0. The value obtained for the HOMO energy is -0.3350 Eh.

---

3.
DFT (the ωB97M-V functional and the def2-TZVPD basis) results for a molecular structure, C16H40BeN8O20S at a distorted geometry.

The geometry in XYZ format:
```
86
Properties=species:S:1:pos:R:3:forces:R:3
Be -29.57722 0.25093 -16.66960 0.218 0.303 -0.248
O -29.35737 2.93275 -19.44281 3.944 1.896 0.364
C -28.06593 3.49398 -19.65886 -5.776 -2.035 -2.449
C -27.04220 3.79043 -18.50191 2.513 -2.319 5.569
O -26.88430 2.81452 -17.48263 -0.927 2.491 -3.509
H -28.17998 4.42886 -20.20758 0.025 0.793 0.677
H -27.66434 2.83680 -20.43018 1.183 -0.742 0.669
H -27.37203 4.69819 -17.99664 -1.135 0.120 -0.096
H -26.05688 4.06409 -18.87920 -0.024 -0.497 -1.011
C -30.22168 7.15517 -24.23035 -0.790 -1.812 -1.493
N -29.29425 8.27026 -24.16524 1.561 0.063 0.877
O -29.72654 9.13702 -23.44958 0.526 1.488 0.151
O -28.17331 8.25972 -24.71113 -2.254 -0.268 0.669
H -30.54565 7.14629 -25.27105 0.058 -0.431 -0.070
H -31.12351 7.25684 -23.62663 0.513 0.694 0.154
H -29.76478 6.20057 -23.96945 0.397 0.243 -0.280
C -29.71548 -0.24843 -23.89078 -1.499 -0.094 0.702
N -30.01576 0.84574 -24.86113 -0.600 0.847 -1.390
O -31.21081 0.99785 -25.15161 1.495 -0.173 0.527
O -29.10982 1.49272 -25.38481 -0.707 -0.877 1.011
H -30.68346 -0.44359 -23.42922 -0.022 -0.009 -0.101
H -29.09051 0.06330 -23.05392 0.643 -0.038 -0.757
H -29.49117 -1.16094 -24.44316 0.702 0.362 0.066
C -34.85551 3.19486 -21.39351 -0.260 0.433 -0.809
N -36.17598 3.72539 -20.92783 0.553 0.212 -0.894
O -36.28267 4.93276 -20.86575 -0.130 0.029 0.328
O -37.03838 2.91631 -20.71415 -0.564 -0.264 0.411
H -35.05398 2.32124 -22.01441 0.104 -0.368 0.803
H -34.24511 3.08589 -20.49705 0.088 -0.309 -0.388
H -34.47118 3.92244 -22.10837 0.233 0.249 0.545
C -24.06779 6.49155 -14.48106 -0.433 -0.648 0.082
N -23.02299 5.60316 -13.94225 2.394 -0.524 1.881
O -22.51035 4.70877 -14.62175 -1.120 1.445 0.440
O -22.73687 5.79319 -12.74601 -0.474 -0.278 -1.794
H -24.06362 6.36604 -15.56380 -0.384 0.124 0.280
H -24.01542 7.51891 -14.12064 0.686 -0.214 -0.153
H -24.90025 6.05734 -13.92736 -0.665 0.118 -0.754
C -24.41189 3.47017 -24.26779 0.708 0.025 -0.430
N -23.99248 2.09439 -23.78830 -0.710 -0.207 0.196
O -23.18312 2.02548 -22.86126 -1.063 -0.181 -1.383
O -24.57938 1.15757 -24.34373 1.227 1.058 1.058
H -25.38657 3.72973 -23.85459 0.174 -0.273 0.071
H -24.46189 3.42976 -25.35589 -0.210 -0.200 0.162
H -23.64547 4.19918 -24.00464 -0.140 -0.238 0.328
C -22.37457 -0.43816 -16.96014 -0.995 0.232 0.494
N -22.75085 -1.29721 -15.75230 1.043 -2.268 -0.401
O -22.36481 -0.96934 -14.63218 -0.975 -0.253 -1.708
O -23.28106 -2.40187 -16.05232 0.776 2.546 1.036
H -22.78006 0.54982 -16.74199 0.098 -0.019 -0.113
H -22.87358 -0.88928 -17.81779 0.137 0.099 0.209
H -21.29853 -0.36048 -17.11575 -0.102 -0.339 0.473
C -32.10070 7.47608 -18.32226 0.990 -0.282 1.707
C -31.93545 6.78923 -16.91410 1.571 0.070 -1.383
O -32.59056 7.62611 -16.03334 -0.824 1.156 2.619
S -32.31478 9.18395 -16.42146 -2.166 -0.201 0.740
O -30.93705 9.52390 -16.27746 -0.241 -0.387 -0.367
O -33.30135 10.07668 -15.78382 2.068 -2.758 -2.216
O -32.66959 8.74332 -17.94265 -0.413 1.601 -1.265
H -32.65582 6.81945 -18.99217 -0.770 0.966 -0.047
H -31.10959 7.64782 -18.74216 -0.118 0.076 -0.132
H -30.87446 6.85378 -16.67278 0.130 -0.591 0.070
H -32.29238 5.75995 -16.87822 -0.222 0.328 0.265
C -24.13679 10.07132 -18.61424 1.801 0.160 3.818
O -24.03888 10.61181 -17.47577 -0.926 -0.920 -2.812
N -25.16163 10.02373 -19.44088 0.396 -0.237 -1.826
C -26.41591 10.63337 -19.11133 0.476 -0.274 0.226
C -24.95620 9.49438 -20.81865 -0.064 -0.136 1.367
H -23.31466 9.40119 -18.90960 0.186 0.321 -0.423
H -26.46154 11.56968 -19.66750 -0.744 0.054 0.203
H -26.37117 10.77056 -18.03092 -0.335 0.412 -0.105
H -27.17874 9.89272 -19.35136 -0.409 0.473 -0.172
H -25.58109 8.60496 -20.89954 -0.112 0.079 -0.472
H -25.17142 10.23025 -21.59344 -0.224 0.017 0.159
H -23.91465 9.19016 -20.92222 -0.067 0.029 0.036
C -26.16692 -2.73841 -20.03619 -0.676 -0.352 0.819
O -27.29353 -2.60296 -19.55226 1.272 -0.484 -0.590
N -25.43137 -3.88540 -20.08570 0.623 0.192 -1.642
C -24.09331 -3.96604 -20.73883 -0.230 0.385 1.151
C -25.79249 -5.19036 -19.58086 -0.756 0.341 0.594
H -25.60797 -1.86881 -20.41510 0.024 -0.086 -0.236
H -23.80740 -3.02297 -21.20463 -0.090 -0.122 0.033
H -23.95266 -4.81104 -21.41286 -0.815 0.205 -0.509
H -23.37870 -4.24033 -19.96282 0.254 0.472 0.263
H -25.44353 -5.91800 -20.31357 0.127 -0.237 0.483
H -25.35033 -5.24620 -18.58614 0.336 -0.749 -0.071
H -26.85728 -5.35973 -19.42069 -0.088 0.486 -0.287
```
Forces are in eV/Å.

Its energy relative to the best compared isomer or geometry (same formula, charge and spin) is 83.2 kcal per mole. As for the total charge: 0. The value obtained for the HOMO energy is -0.3168 Eh.

---

4.
DFT (the ωB97M-V functional and the def2-TZVPD basis) results for a molecular structure, C4H6Cl4 at a distorted geometry.

The geometry in XYZ format:
```
14
Properties=species:S:1:pos:R:3:forces:R:3
C 2.02388 -0.30734 -0.19288 0.789 1.663 -0.580
C 0.70841 0.18830 0.37956 0.915 -1.099 0.002
C -0.36535 -0.04174 -0.58349 -5.209 0.710 -1.168
C -2.10166 0.45639 0.31616 3.737 -1.189 -0.436
Cl 0.32401 -0.84551 1.82651 0.442 0.676 0.391
Cl -0.57027 -1.77880 -0.89515 0.048 0.480 -0.833
Cl -2.45054 2.09017 -0.03672 -0.177 0.946 -0.374
Cl -3.33726 -0.66391 -0.01826 -0.737 -0.414 -0.453
H 1.99928 -1.15279 -0.79954 -0.942 -1.729 -0.753
H 2.82321 -0.50717 0.45031 0.700 -0.249 1.955
H 2.53791 0.37450 -0.85513 -0.466 1.039 -0.365
H 0.68399 1.23700 0.61083 0.318 0.400 0.649
H -0.44555 0.61466 -1.56108 0.571 -1.464 2.057
H -1.83005 0.33626 1.35889 0.011 0.230 -0.092
```
Forces are in eV/Å.

Its energy relative to the best compared isomer or geometry (same formula, charge and spin) is 0.0 kcal per mole. As for the total charge: 0. The value obtained for the HOMO energy is -0.3537 Eh.